C22H15N3O2 | ωB97M-V/def2-TZVPD

```
42
Properties=species:S:1:pos:R:3:forces:R:3:nbo_charge:R:1
C 0.36097 1.97539 4.97169 -1.09 0.25 -1.25 -0.207
H 4.98904 0.37186 -0.94208 -0.33 0.27 0.05 0.216
C 4.68524 0.30321 1.18729 -0.31 1.00 -0.06 -0.205
H -1.67195 2.68360 4.73732 0.29 -0.09 -0.18 0.211
N -1.17675 0.16815 -1.89898 -1.25 -2.31 -1.77 -0.650
C 4.31462 0.66470 -0.13614 -1.30 -0.56 0.50 -0.222
C 0.42719 2.13980 2.12362 0.53 -0.75 2.47 -0.040
O -1.16254 -1.40284 -0.31005 0.83 -0.59 1.24 -0.593
H 0.60344 3.04781 0.16034 0.03 -0.69 0.16 0.266
H 5.64096 -0.17983 1.39839 -0.26 0.12 -0.23 0.215
C -3.23068 -2.95619 -4.25515 -0.16 -0.82 -0.78 -0.159
H 0.26101 1.88395 6.04073 0.24 0.10 0.15 0.215
C -1.40570 -1.12248 -1.45824 -0.43 0.93 1.44 0.670
C -0.73752 2.40540 2.81994 0.60 0.79 0.64 -0.186
H -1.60594 2.76209 2.33147 -0.80 0.11 -0.63 0.214
C 3.87028 0.67551 2.25303 -0.67 0.24 -0.40 -0.231
C -3.08254 -4.41850 -2.35765 0.08 0.79 -1.01 -0.180
N -2.23774 0.24677 -4.88326 0.13 -1.32 0.65 -0.271
H -1.54430 0.40756 -2.81700 0.43 0.32 0.32 0.439
N -0.20336 1.08849 0.05245 0.14 -0.91 -0.70 -0.626
H -3.52415 -2.73928 -5.26381 -0.17 -0.01 -0.34 0.231
C -2.12676 -2.16441 -2.22444 -0.42 -0.49 -2.20 -0.086
H 2.71703 1.39424 -1.40919 -0.08 0.02 -0.28 0.220
H 2.35330 1.26285 4.88120 -0.08 -0.01 -0.49 0.210
H 4.17487 0.46451 3.29494 -0.34 0.16 -0.73 0.217
C 3.02163 1.19849 -0.39671 0.70 0.28 1.32 -0.178
H -2.12343 -3.68396 -0.63758 0.19 0.54 0.04 0.249
O -0.50476 2.28524 -1.88625 0.08 -0.89 0.47 -0.640
C -0.59465 1.22439 -1.26682 1.02 2.61 1.37 0.787
H -4.03458 -5.02595 -4.18895 0.48 0.86 -0.10 0.234
C -3.46950 -4.20461 -3.71108 -0.30 -0.70 2.01 -0.185
C 1.50295 1.60072 4.28241 0.37 0.02 0.16 -0.226
C 2.62317 1.30777 1.95233 0.71 -0.62 2.20 0.013
C 2.16685 1.55148 0.69901 1.06 -0.54 -2.97 -0.050
C -2.40026 -3.42229 -1.64952 -0.31 0.02 -0.35 -0.158
C -0.75108 2.40416 4.21928 0.15 -0.52 0.36 -0.210
C -2.29907 -0.75475 -4.29715 -0.51 1.25 -0.85 0.249
H -3.31822 -5.34399 -1.83571 0.11 0.12 -0.29 0.225
C 1.54040 1.68787 2.88801 -0.27 0.24 0.08 0.026
C -2.55160 -1.97078 -3.57420 0.66 -0.01 1.40 -0.154
H -0.20684 0.11375 0.43174 -0.06 1.26 -0.45 0.440
C 0.71096 2.07007 0.67475 0.32 -0.46 -0.96 -0.092
```
Forces are in eV/Å.

Summary:
- ΔE to the lowest compared entry with this formula, charge and spin: 0.000 eV
- SMILES: N#Cc1ccccc1C(=O)NC(=O)NC1c2ccccc2-c2ccccc21
- M: 353.38 u
- E_tot: -1162.13988 a.u.
- Net charge: 0

***

C22H15N4O7S | ωB97M-V/def2-TZVPD

```
49
Properties=species:S:1:pos:R:3:forces:R:3:nbo_charge:R:1
C 0.20079 2.59143 -0.66362 0.14 0.07 -0.41 -0.334
C -1.20902 -2.42967 4.68117 1.04 0.21 1.55 -0.021
H -2.72085 2.01323 1.00282 0.09 -0.06 -0.12 0.201
C -1.65853 2.01682 0.77277 0.34 -0.53 0.50 -0.349
O -2.67259 -3.98216 3.81761 1.23 1.47 0.23 -0.427
O -0.53660 -4.82447 10.55060 1.01 1.66 -1.10 -0.394
N 1.15075 3.60407 -2.86705 -0.73 -0.70 1.61 -0.443
C 1.63907 0.84874 8.74591 -0.11 -0.23 -0.08 -0.186
C -0.78324 1.32411 1.72319 0.30 0.77 -1.05 0.447
C -0.25665 -3.61508 8.60878 -0.84 0.19 -1.92 0.004
O 2.74769 -0.99297 6.65971 -0.69 0.45 -0.06 -0.902
H -0.95391 2.29665 11.66708 0.03 0.08 -0.22 0.226
C -0.05919 -2.26665 6.66341 -0.53 -0.29 -0.69 0.193
C -0.79588 2.93997 10.79151 -0.13 0.04 0.12 -0.635
H -0.13681 3.75795 11.11246 -0.11 -0.18 -0.13 0.225
N -1.91893 -2.99986 3.60863 -1.33 -0.41 -2.88 0.494
H 2.59598 0.35806 8.89026 -0.12 -0.03 -0.07 0.242
H 1.32868 1.11908 2.20277 0.02 -0.06 -0.15 0.205
O -1.23062 0.63247 2.67112 0.10 0.11 0.44 -0.764
H -1.80833 2.55057 8.27507 0.30 -0.05 -0.07 0.221
O 0.88271 -3.15137 10.56945 -1.40 -1.13 -1.22 -0.394
C -0.19012 2.17324 9.64483 0.06 -0.18 -0.17 0.018
C -0.82871 2.08845 8.40288 0.17 0.13 0.03 -0.205
C -1.66589 -4.09672 6.66059 0.18 -0.26 0.55 -0.205
C 0.36931 -2.55141 7.94343 -0.04 -0.23 0.69 -0.212
H -2.43506 -4.67393 6.15154 0.25 0.11 0.20 0.255
C -1.06710 -3.01943 6.00570 0.22 0.27 -0.40 -0.055
H -1.87105 3.01204 -1.11098 0.18 -0.07 0.21 0.202
H 1.54210 1.58473 10.77188 -0.05 -0.04 -0.32 0.218
C -0.36036 -1.33784 4.59891 -0.35 -1.15 0.42 0.108
C -1.18103 2.57289 -0.38684 0.03 0.13 0.05 -0.151
H -0.70162 1.43252 6.35542 -0.08 -0.08 0.03 0.253
C 0.64167 1.49908 1.45178 -0.71 -0.32 0.19 -0.365
C 1.09301 2.04921 0.27764 0.07 0.07 0.18 -0.135
C -0.22738 1.43613 7.33069 -0.05 -0.19 -0.07 -0.192
H -1.75984 3.37421 10.50777 0.17 -0.08 0.07 0.219
S 1.66691 -0.18879 6.15787 -0.53 0.06 -1.25 2.296
N 0.35245 -1.25599 5.77075 0.39 -0.05 1.09 -0.625
C -1.25508 -4.39857 7.95825 0.33 0.47 0.15 -0.174
C 0.98678 0.77446 7.50873 0.01 0.19 0.24 -0.279
H -0.30411 -0.63573 3.78999 0.18 0.69 -0.64 0.328
H 1.14633 -1.97896 8.43526 -0.13 -0.12 0.00 0.262
C 0.71360 3.15348 -1.87696 0.53 0.56 -1.35 0.323
O 1.77379 0.55862 4.93606 0.20 -0.07 1.05 -0.883
O -1.75856 -2.51491 2.46780 -0.14 -0.84 2.30 -0.342
N 0.05110 -3.87651 9.97851 0.61 -0.68 2.71 0.506
H -1.69508 -5.22221 8.51172 0.05 0.19 -0.14 0.245
C 1.04336 1.53705 9.80156 0.12 0.03 -0.21 -0.221
H 2.16321 2.07257 0.06129 -0.25 0.07 0.10 0.202
```
Forces are in eV/Å.

Summary:
- M: 479.45 u
- E_tot: -1991.12302 a.u.
- Net charge: -1

***

C22H16F3N3O4S2 | ωB97M-V/def2-TZVPD

```
50
Properties=species:S:1:pos:R:3:forces:R:3:nbo_charge:R:1
S -4.03691 -1.88013 1.76515 0.19 -1.70 3.10 2.259
H -6.12204 1.95308 -0.58030 0.00 0.07 0.32 0.239
C -4.48007 -0.85778 0.37080 -0.28 -0.82 0.83 -0.492
H 2.33306 1.03355 -4.29663 0.34 0.07 0.23 0.228
C 2.89487 0.24665 -0.27631 -1.62 -0.30 -1.05 0.479
F -5.63199 0.81114 1.68199 0.59 -0.58 -0.83 -0.293
H 2.25550 -1.49917 -4.08637 0.30 0.08 0.80 0.238
H -2.53066 0.38447 2.93230 0.57 -0.11 -0.61 0.248
C 2.90144 -0.16413 2.21771 -1.31 -0.72 -0.54 -0.271
C -5.55519 1.03761 -0.64987 -0.31 -0.18 -0.58 -0.289
C 5.05560 1.41201 2.44970 -2.05 -1.21 0.15 0.250
C -5.25180 0.55022 -1.92907 0.54 -0.35 1.45 -0.141
C 0.12736 1.42296 1.04692 -0.23 0.20 0.26 -0.194
C 3.07632 1.07792 -3.48192 -0.17 -0.50 -1.34 -0.609
H 4.08173 0.98848 -3.90555 -0.15 -0.03 0.04 0.221
C -4.53628 -0.64225 -2.03657 -0.02 -0.41 -0.20 -0.285
H -5.53717 1.14612 -2.78227 0.06 -0.18 -0.16 0.233
N 4.51084 1.23798 1.24830 0.21 0.09 -1.24 -0.453
C -0.44814 -0.88585 0.56810 0.50 0.98 -0.25 0.433
C -5.21740 0.32048 0.48934 -0.23 0.58 -0.21 0.454
O -4.40556 -3.26782 1.54886 0.39 1.44 -0.73 -0.911
C -4.18552 -1.36820 -0.90050 0.19 1.28 -0.42 0.456
C 0.39661 0.23169 0.34661 -0.73 -0.14 1.01 -0.113
C -0.90575 1.45743 1.98927 0.26 -0.64 -0.80 -0.203
O -4.46402 -1.36556 3.07140 0.92 0.36 -2.70 -0.887
N 4.53809 0.85120 3.54919 0.45 -0.25 0.81 -0.448
C 2.80190 -0.05645 -2.53984 -1.11 -0.28 -0.74 0.142
H 2.00357 -0.75596 2.21050 -0.12 -0.25 -0.47 0.234
H -4.22839 -1.04307 -2.99477 -0.07 0.05 0.02 0.244
C -1.52601 -0.81984 1.46459 0.96 0.35 -0.64 0.050
H 2.74140 -2.23995 -2.48437 -0.08 0.41 -0.47 0.225
C 3.43846 0.45488 1.09971 1.53 0.29 0.06 0.151
C 1.54877 0.15054 -0.54265 1.52 0.10 0.99 -0.269
O 3.66185 0.11326 -1.42500 0.29 0.01 2.53 -0.463
H 2.99538 2.02717 -3.00867 -0.11 0.78 0.53 0.221
C -1.72483 0.34748 2.17178 -0.42 0.94 1.05 -0.232
S 6.47907 2.40813 2.59859 0.14 0.32 0.19 0.075
O 0.31089 -0.06500 -2.50951 0.69 0.06 -0.49 -0.555
H 0.70049 2.36158 0.87474 -0.20 -1.07 0.03 0.227
N -2.31311 -1.92512 1.69190 -1.93 -1.38 -0.26 -0.816
H -1.05274 2.33950 2.57745 -0.19 0.34 0.16 0.222
C 2.94394 -1.42969 -3.21412 0.09 -0.31 0.20 -0.615
F -3.43416 -2.47172 -1.04383 -0.45 0.39 0.18 -0.298
H 3.95867 -1.58235 -3.58435 0.05 0.14 0.03 0.221
H 6.25006 3.08674 1.46058 0.07 -0.22 0.05 0.148
F -0.20040 -2.05553 -0.09222 -0.20 0.66 0.49 -0.328
H -2.09671 -2.74553 1.12436 0.08 0.25 0.16 0.430
C 3.47179 0.03450 3.43627 1.42 1.72 -0.23 0.080
C 1.38789 0.01493 -1.94751 -0.68 -0.32 -0.85 0.544
H 3.01931 -0.38061 4.32607 0.30 -0.02 0.17 0.211
```
Forces are in eV/Å.

Summary:
- ΔE to the lowest compared entry with this formula, charge and spin: 0.000 eV
- SMILES: CC1(C)OC(c2ccnc(S)n2)=C(c2cccc(NS(=O)(=O)c3c(F)cccc3F)c2F)C1=O
- M: 507.51 u
- E_tot: -2409.11276 a.u.
- Net charge: 0

***

C22H16IPRhSe2Te2 | ωB97M-V/def2-TZVPD

```
45
Properties=species:S:1:pos:R:3:forces:R:3:nbo_charge:R:1
H 0.05610 0.85354 -2.84164 -0.01 -0.01 -0.06 0.222
H -1.77332 -4.36346 3.32199 -0.02 0.02 0.01 0.228
H 0.47916 -0.80757 2.56808 0.00 0.00 0.01 0.217
Rh 1.57697 -1.72393 -1.79345 -1.06 0.33 0.66 0.001
C -3.62127 0.30014 -1.83420 -0.10 0.00 0.00 -0.202
C -0.61243 -2.57864 3.08618 0.05 -0.05 0.07 -0.219
H 5.04308 2.09206 -0.23533 0.02 0.04 0.02 0.229
I 3.57420 -0.10601 -1.23913 -0.69 0.38 0.47 0.387
H 4.90773 4.07886 1.21077 -0.02 0.02 0.01 0.236
C 2.85350 3.73606 1.69137 0.09 0.01 -0.03 -0.143
Se 0.69094 -1.82802 -4.07301 0.70 -0.47 0.03 -0.289
C -3.32095 0.93587 -3.02866 -0.01 0.01 -0.03 -0.183
C 1.72021 2.91085 1.50804 0.05 -0.12 -0.11 -0.086
H 2.75105 4.59944 2.33599 0.02 0.01 -0.01 0.226
C -1.29319 -2.73420 0.40087 0.01 0.10 0.09 -0.210
H -2.39120 -4.49267 0.93125 0.00 0.00 0.00 0.226
C 1.76200 1.73969 0.67168 -0.08 0.23 0.21 -0.015
C -1.27772 0.02576 -1.37665 0.10 -0.11 -0.11 -0.297
C -0.14799 -1.61189 2.20630 -0.04 0.03 -0.11 -0.131
Se 1.74174 -3.99793 -0.93169 0.50 -0.03 -0.83 -0.252
C -0.60141 2.54469 2.06099 0.02 0.09 0.06 -0.218
Te 1.87164 -5.53297 -2.83578 -0.44 0.65 0.02 0.367
H -4.65379 0.15199 -1.54593 0.01 0.00 0.00 0.227
P 0.14674 -0.53596 -0.38713 0.78 -0.22 -0.57 1.116
C -2.60660 -0.15872 -1.00700 0.07 -0.02 -0.02 -0.225
C 0.53644 3.28161 2.18024 -0.12 -0.03 0.02 -0.125
Te 1.14902 -4.04249 -5.00158 -0.12 0.07 0.79 0.368
C -1.99706 1.13412 -3.39626 0.06 0.00 0.02 -0.190
C 3.02599 1.50736 0.06571 0.36 -0.39 -0.39 -0.133
C -0.49872 -1.68031 0.86133 -0.02 -0.09 -0.15 -0.425
C 0.54947 0.98865 0.56818 -0.18 -0.27 -0.03 -0.302
H -0.33555 -2.52820 4.13091 -0.01 0.01 0.00 0.228
H -1.53950 -2.79281 -0.65307 -0.04 -0.07 0.01 0.228
H -1.75525 1.62608 -4.32910 -0.01 0.04 0.02 0.227
C -0.98036 0.68610 -2.56995 -0.05 0.04 0.08 -0.236
C -1.41890 -3.61006 2.63107 0.01 -0.03 0.04 -0.182
H -1.51168 2.82487 2.57272 0.01 0.01 0.01 0.234
H -4.11800 1.27795 -3.67529 0.00 0.00 0.01 0.228
H -2.85968 -0.66583 -0.08476 0.01 -0.01 0.00 0.226
C 4.10776 2.32391 0.25702 0.02 -0.18 -0.13 -0.230
C -1.76374 -3.68643 1.28778 0.02 -0.03 -0.07 -0.195
H -1.48330 0.82394 1.16610 -0.06 0.02 0.02 0.222
C -0.57648 1.40536 1.25258 0.24 -0.06 -0.14 -0.178
H 0.55993 4.17316 2.79386 -0.01 0.00 0.01 0.226
C 4.03444 3.45605 1.07863 -0.07 0.07 0.08 -0.202
```
Forces are in eV/Å.

Summary:
- ΔE to the lowest compared entry with this formula, charge and spin: 0.433 eV
- M: 954.27 u
- E_tot: -6936.23463 a.u.
- Net charge: +1

***

C22H16PReSe3Te | ωB97M-V/def2-TZVPD

```
44
Properties=species:S:1:pos:R:3:forces:R:3:nbo_charge:R:1
C 0.26416 1.31664 -0.13655 0.06 0.06 -0.01 -0.382
Se -1.71030 -1.68219 3.69253 0.12 0.15 0.19 -0.236
H -3.79041 1.88865 2.01803 0.02 -0.02 0.03 0.223
C -0.79174 2.10153 0.38901 -0.04 -0.12 0.02 -0.043
H -0.69105 0.48825 -2.50136 0.00 0.01 0.03 0.229
C -0.74208 3.50192 0.21800 -0.02 -0.04 -0.03 -0.007
H -3.68596 4.32280 1.72462 -0.01 0.02 0.00 0.235
H 1.01244 -0.67767 2.91191 0.01 -0.01 -0.04 0.195
C 3.00962 -1.41631 2.78739 0.05 -0.02 -0.01 -0.215
C 1.38416 3.29349 -0.92489 -0.04 0.12 0.02 -0.208
C 2.61652 -1.52232 0.03578 -0.02 -0.02 -0.04 -0.182
C -1.90374 1.48005 1.08063 0.15 0.50 0.33 -0.319
H 2.22978 3.74592 -1.42316 0.01 0.01 -0.01 0.234
Re -1.84246 -0.46845 1.58482 0.25 -0.62 -0.14 0.403
C 3.82864 -1.91361 0.57971 0.05 -0.02 0.04 -0.198
P 0.05898 -0.44766 0.16995 -0.02 -0.05 0.15 1.145
H 0.40381 5.15003 -0.56631 -0.01 0.02 -0.01 0.228
C -2.92905 2.31790 1.51739 0.07 -0.15 -0.03 -0.146
C -0.88151 -2.66508 -3.70865 0.00 0.00 0.00 -0.178
Se -3.57959 -0.95542 0.15877 -0.79 0.05 -0.68 0.124
H -1.13797 -3.19880 -4.61319 -0.01 -0.02 -0.02 0.230
H 4.61951 -2.26231 -0.06981 0.01 0.00 -0.01 0.231
C -2.87776 3.70987 1.35152 0.04 0.07 -0.06 -0.231
C 0.36670 4.07500 -0.44564 0.08 -0.03 -0.03 -0.159
C -0.21434 -1.29645 -1.39493 -0.06 0.03 0.02 -0.305
H -1.27017 -0.73405 -4.55711 -0.01 0.01 -0.02 0.229
H 0.16508 -3.24245 -0.54388 0.00 0.02 0.02 0.230
C 1.79732 -1.02470 2.24766 -0.05 0.04 0.06 -0.110
Te -3.78677 -3.02530 3.14787 -0.05 0.02 0.20 0.365
H 2.14789 1.28990 -1.14918 0.01 -0.02 0.01 0.230
C 1.59324 -1.07972 0.87149 0.01 0.07 -0.01 -0.417
H 3.16073 -1.37637 3.85718 0.01 0.00 0.01 0.231
Se -3.43379 -3.25252 0.67103 0.32 0.08 -0.02 -0.093
H -0.41487 -4.44789 -2.60718 0.00 -0.02 0.00 0.231
C -1.80818 4.28706 0.71898 -0.05 0.00 0.04 -0.115
C -0.62786 -0.59232 -2.52114 0.06 0.03 -0.01 -0.216
H 2.46847 -1.57447 -1.03526 -0.02 0.01 -0.01 0.229
C -0.47460 -3.36866 -2.58184 -0.01 -0.02 -0.04 -0.204
C -0.95636 -1.28046 -3.67881 0.00 -0.02 -0.01 -0.188
H 4.97155 -2.17194 2.37322 0.03 -0.01 0.01 0.231
C 4.02534 -1.86237 1.95243 -0.03 0.01 0.00 -0.166
H -1.76471 5.36139 0.58952 -0.01 0.02 0.00 0.226
C -0.14518 -2.68922 -1.42250 -0.01 0.00 0.05 -0.210
C 1.33649 1.89829 -0.76802 -0.11 -0.14 0.03 -0.149
```
Forces are in eV/Å.

Summary:
- ΔE to the lowest compared entry with this formula, charge and spin: 0.000 eV
- Expectation value of S²: 0.769
- Spin multiplicity: 2
- M: 862.03 u
- E_tot: -8739.69533 a.u.
- Net charge: +1